No. 1
{
  "formula": "C46H53CrFN5O9PS2Te",
  "method": "ωB97M-V with the def2-TZVPD basis set",
  "de_lowest_kcal_mol": 26.3,
  "multiplicity": 5,
  "orbital_gap_ev": [4.86, 6.73],
  "homo_energy_ev": [-5.12, -7.00],
  "charge": 0,
  "elements": ["Cr", "C", "C", "C", "C", "C", "C", "C", "S", "O", "O", "N", "C", "C", "C", "C", "C", "N", "H", "H", "H", "H", "H", "H", "H", "H", "H", "H", "H", "C", "C", "N", "C", "C", "C", "O", "O", "C", "O", "C", "C", "C", "F", "C", "C", "C", "N", "C", "C", "N", "C", "C", "H", "H", "H", "H", "H", "H", "H", "H", "H", "H", "H", "H", "H", "H", "H", "H", "H", "H", "C", "C", "O", "P", "O", "Te", "O", "C", "C", "H", "H", "H", "H", "H", "H", "H", "H", "H", "H", "O", "S", "C", "C", "C", "C", "C", "C", "C", "C", "C", "C", "C", "C", "C", "C", "H", "H", "H", "H", "H", "H", "H", "H", "H", "H", "H", "H", "H", "H"],
  "positions_angstrom": [[1.07423, -0.02580, 2.36400], [8.05864, 3.33275, 3.91140], [6.92117, 2.36241, 4.12797], [6.52641, 1.49974, 3.10512], [5.48621, 0.60385, 3.28234], [4.82890, 0.56396, 4.51059], [5.20897, 1.40357, 5.54586], [6.25721, 2.29655, 5.34693], [3.41158, -0.46843, 4.67657], [3.66377, -1.61153, 3.86193], [3.13717, -0.60363, 6.08166], [2.25435, 0.45780, 3.97417], [1.16177, 0.91935, 4.69991], [1.07274, 1.38671, 6.01696], [-0.13896, 1.88280, 6.43840], [-1.24593, 1.91428, 5.57967], [-1.08675, 1.43392, 4.30645], [0.08781, 0.95589, 3.89055], [7.92050, 3.89968, 2.98858], [9.01282, 2.80673, 3.83065], [8.13647, 4.04075, 4.73623], [7.04852, 1.53272, 2.15206], [5.17986, -0.07034, 2.48962], [4.69649, 1.34259, 6.49871], [6.56270, 2.95358, 6.15556], [1.93317, 1.33292, 6.66612], [-0.23707, 2.25448, 7.45218], [-2.20371, 2.30181, 5.90068], [-1.89311, 1.40458, 3.58399], [-4.53397, -5.37353, 1.05981], [-3.02429, -5.56786, 1.00909], [-2.29031, -4.30638, 0.94863], [-1.79012, -3.78372, 2.10223], [-1.04450, -2.66382, 2.15687], [-0.47047, -2.29804, 3.49205], [-0.97388, -2.74028, 4.50688], [0.60208, -1.56364, 3.46260], [-0.77278, -1.94265, 0.94792], [-0.09889, -0.86663, 0.90690], [-1.31779, -2.47088, -0.25495], [-1.07472, -1.80696, -1.50644], [-1.51090, -2.36313, -2.66704], [-1.17714, -1.75411, -3.83981], [-2.26220, -3.53063, -2.68775], [-2.58592, -4.17998, -1.45810], [-2.07676, -3.66662, -0.26174], [-2.74011, -4.19428, -3.90054], [-2.77044, -3.42456, -5.18923], [-3.49281, -4.30509, -6.24451], [-4.09389, -5.45214, -5.56514], [-3.06009, -6.36350, -5.05898], [-2.08989, -5.53021, -4.19480], [-5.04381, -6.34080, 1.07624], [-4.89055, -4.80688, 0.19623], [-4.81337, -4.82359, 1.96162], [-2.72973, -6.17530, 0.15416], [-2.68534, -6.08971, 1.90072], [-2.00301, -4.32210, 3.01759], [-0.52299, -0.87524, -1.50455], [-3.23768, -5.04698, -1.46899], [-1.74946, -3.21677, -5.47896], [-3.27432, -2.48389, -4.99615], [-2.77544, -4.61437, -7.01271], [-4.27587, -3.72852, -6.73012], [-4.75286, -5.93385, -6.15716], [-3.72862, -4.43332, -3.75827], [-2.49579, -6.84926, -5.86086], [-3.53880, -7.13630, -4.46258], [-1.16155, -5.31146, -4.71511], [-1.85351, -5.99480, -3.24403], [4.71302, 2.39754, -1.62738], [5.10350, 1.72071, -0.33201], [4.35783, 0.50995, -0.07887], [2.80879, 0.49839, 0.31818], [2.56242, -0.77507, 1.13161], [2.04669, 2.44322, 1.39167], [2.05252, 0.41253, -1.08166], [2.34825, -0.74505, -1.91643], [2.32407, -0.30015, -3.35540], [5.29829, 3.31453, -1.74443], [3.65576, 2.66532, -1.63131], [4.90979, 1.74899, -2.48314], [4.97274, 2.38921, 0.51802], [6.14117, 1.39813, -0.36487], [1.59108, -1.49569, -1.71954], [3.31281, -1.16697, -1.64409], [1.38767, 0.22127, -3.57611], [2.39823, -1.16964, -4.01495], [3.15252, 0.37622, -3.57610], [-1.17377, 1.68728, 1.21195], [-1.91497, 1.56689, -0.08253], [-3.32511, 2.70539, 0.01242], [-2.97170, 4.11967, 0.38698], [-2.37761, 4.42426, 1.61356], [-1.99383, 5.72844, 1.90505], [-2.20865, 6.74876, 0.98395], [-2.81979, 6.45849, -0.23008], [-3.19142, 5.15137, -0.52451], [-0.88534, 2.46252, -1.25269], [-1.52993, 2.64000, -2.60243], [-2.03860, 1.54226, -3.29647], [-2.61913, 1.70356, -4.54844], [-2.69828, 2.96541, -5.12644], [-2.18871, 4.06298, -4.44261], [-1.61141, 3.89910, -3.18971], [-3.95748, 2.22095, 0.75896], [-3.81481, 2.65468, -0.96371], [-2.19641, 3.63333, 2.33211], [-1.51784, 5.94416, 2.85517], [-1.90389, 7.76411, 1.21167], [-3.00820, 7.24876, -0.94871], [-3.66336, 4.92582, -1.47592], [0.01098, 1.83277, -1.30129], [-0.61356, 3.40391, -0.77505], [-1.97891, 0.55240, -2.85363], [-3.00046, 0.83707, -5.07642], [-3.14934, 3.09349, -6.10352], [-2.23823, 5.04979, -4.88672], [-1.21088, 4.75701, -2.66002]]
}

No. 2
{
  "formula": "C5H11NO",
  "method": "ωB97M-V with the def2-TZVPD basis set",
  "de_lowest_kcal_mol": 103.4,
  "multiplicity": 1,
  "smiles": "C=CC/C=C/N.O",
  "orbital_gap_ev": 8.82,
  "homo_energy_ev": -8.12,
  "charge": 0,
  "elements": ["C", "C", "N", "C", "C", "C", "H", "H", "H", "H", "H", "H", "H", "H", "H", "H", "H", "O"],
  "positions_angstrom": [[0.08909, 0.37885, -0.14884], [-0.83363, 0.85941, -0.92611], [-2.25500, 0.76379, -0.92860], [1.19959, -0.49793, -0.80803], [2.52626, -0.56148, -0.14092], [3.02653, -1.79346, -0.05655], [-0.04528, 0.26819, 0.97201], [-0.54331, 1.36168, -1.81060], [-2.48319, 1.54947, -1.53902], [-2.57738, 0.78749, 0.11075], [0.78499, -1.52742, -0.91167], [1.21446, -0.16310, -1.87023], [2.62556, 0.06200, 0.66581], [3.97683, -2.02026, 0.34470], [2.42964, -2.70137, -0.60432], [-3.61035, 1.37459, 3.03151], [-2.54020, 1.13117, 1.93483], [-2.98461, 0.72838, 2.68527]]
}